An isolated molecule of C4H8O2. Source: OMol25; level of theory: the ωB97M-V functional and the def2-TZVPD basis.

Summary:
- LUMO energy: 0.79 eV
- HOMO-LUMO gap: 10.456 eV
- ΔE to the lowest compared entry with this formula, charge and spin: 1.066 eV
- Multiplicity: 1
- SMILES: C[C@@H](O)CC=O
- HOMO: -9.67 eV

XYZ file:
```
14
Properties=species:S:1:pos:R:3:forces:R:3:lowdin_charge:R:1
C -1.662075 -0.247282 -0.440767 0.0 -0.1 0.0 -0.054
C -0.264136 0.339056 -0.331627 0.0 -0.3 -0.2 -0.462
O -0.281299 1.472598 0.524840 -0.1 0.2 0.0 -0.044
C 0.720181 -0.662124 0.268466 0.0 -0.1 0.0 -0.118
C 2.107624 -0.094470 0.449738 0.2 -0.2 0.0 -0.251
O 3.118828 -0.685859 0.150192 -0.4 0.3 0.1 0.047
H -2.368896 0.528995 -0.756736 0.1 -0.1 0.0 0.080
H -1.706989 -1.064274 -1.166974 0.0 0.1 0.1 0.086
H -1.981937 -0.621538 0.537779 0.0 0.0 -0.1 0.089
H 0.092864 0.633024 -1.333326 -0.1 0.0 0.2 0.147
H -1.054058 1.998480 0.283684 0.2 0.0 0.1 0.091
H 0.789789 -1.565650 -0.345825 0.0 0.1 0.1 0.129
H 0.345722 -0.948550 1.262080 0.1 0.1 -0.1 0.135
H 2.144377 0.917589 0.898473 0.1 -0.1 -0.1 0.126
```
Forces are in eV/Å.

An isolated molecule of C4H8O2. Source: OMol25; level of theory: the ωB97M-V functional and the def2-TZVPD basis.

Summary:
- LUMO energy: 0.97 eV
- HOMO-LUMO gap: 10.621 eV
- ΔE to the lowest compared entry with this formula, charge and spin: 1.655 eV
- Multiplicity: 1
- SMILES: CO[C@@H](C)C=O
- HOMO: -9.65 eV

XYZ file:
```
14
Properties=species:S:1:pos:R:3:forces:R:3:lowdin_charge:R:1
C 0.231296 -0.591021 -1.888908 0.1 -0.2 -0.3 -0.105
O -0.468695 0.218593 -0.980904 -0.1 -0.1 0.2 -0.164
C 0.148195 0.243942 0.279138 0.0 0.4 0.3 -0.387
C -0.520232 1.370894 1.088693 0.0 -0.1 0.0 -0.025
C 0.075995 -1.097800 1.052665 0.2 0.2 0.5 -0.206
O 0.863775 -1.284087 1.944337 0.0 -0.1 0.0 0.054
H -0.371330 -0.628539 -2.796740 0.1 -0.1 0.0 0.093
H 1.220991 -0.168857 -2.122419 -0.1 -0.1 0.0 0.095
H 0.375805 -1.614547 -1.504885 -0.1 0.2 -0.1 0.089
H 1.231863 0.478568 0.185860 -0.4 -0.2 0.0 0.155
H -0.500703 2.317909 0.530404 0.1 -0.4 0.0 0.088
H -1.568801 1.122917 1.274678 0.1 0.0 0.0 0.085
H -0.017553 1.529161 2.048314 -0.1 -0.2 -0.2 0.086
H -0.700606 -1.897132 0.889768 0.1 0.8 -0.5 0.143
```
Forces are in eV/Å.

A cluster of 2 separate species, C4H8O2 in total in a non-equilibrium geometry. Source: OMol25; level of theory: the ωB97M-V functional and the def2-TZVPD basis.

Summary:
- LUMO energy: 0.84 eV
- HOMO-LUMO gap: 10.309 eV
- ΔE to the lowest compared entry with this formula, charge and spin: 1.802 eV
- Multiplicity: 1
- SMILES: C=CC.O=CO
- HOMO: -9.47 eV

XYZ file:
```
14
Properties=species:S:1:pos:R:3:forces:R:3:lowdin_charge:R:1
C -0.458344 -0.151361 0.216940 -0.7 1.3 1.4 -0.013
C -1.017154 0.862601 0.896456 -0.2 -0.1 -1.2 -0.227
C -2.499923 1.178303 0.895382 0.7 -0.3 1.1 -0.113
H 0.591690 -0.004599 0.061981 0.3 -0.9 0.0 0.009
H -1.059252 -1.022131 -0.011533 0.3 0.1 -0.9 0.069
H -0.341644 1.568536 1.379960 -0.2 0.2 -0.3 0.091
H -3.049401 0.590716 0.162386 0.0 -0.1 0.2 0.070
H -2.850022 1.003673 1.914904 -0.5 -0.1 -0.1 0.068
H -2.670573 2.236836 0.705471 0.1 0.0 -0.2 0.068
O 2.367739 -2.557014 -1.431768 -0.5 -0.2 0.1 0.082
C 2.391171 -1.460426 -0.963420 1.4 0.0 0.0 -0.415
O 2.998321 -0.414752 -1.539844 0.1 0.6 -0.1 0.072
H 2.105269 -1.137182 0.037865 -0.5 -0.4 0.0 0.117
H 3.492120 -0.693206 -2.324786 -0.3 -0.2 -0.1 0.120
```
Forces are in eV/Å.

A cluster of 2 separate species, C4H8O2 in total in a non-equilibrium geometry. Source: OMol25; level of theory: the ωB97M-V functional and the def2-TZVPD basis.

Summary:
- LUMO energy: 1.00 eV
- HOMO-LUMO gap: 10.904 eV
- ΔE to the lowest compared entry with this formula, charge and spin: 4.595 eV
- Multiplicity: 1
- SMILES: C1C[C@H]2O[C@@H]12.O
- HOMO: -9.90 eV

XYZ file:
```
14
Properties=species:S:1:pos:R:3:forces:R:3:lowdin_charge:R:1
C 0.284173 -1.236432 -0.650268 -0.1 -0.5 -0.2 -0.147
C 0.653617 -0.410773 0.570716 -1.0 0.0 0.1 -0.050
C -0.958009 0.379429 0.252737 0.7 -0.6 0.1 -0.162
O -0.870874 0.847960 -1.088403 0.4 -0.1 -0.1 -0.027
C -1.038037 -0.546835 -0.859110 -0.1 -0.6 -0.5 -0.278
H 0.957367 -1.120617 -1.503270 0.0 -0.1 0.2 0.118
H 0.169502 -2.282877 -0.386995 -0.1 -0.3 -0.3 0.112
H 1.703491 -0.041504 0.506616 -1.4 0.7 0.1 0.109
H 0.583094 -0.873189 1.552315 -0.3 -0.5 -0.2 0.097
H -1.887310 0.766804 0.736706 1.4 -0.2 0.5 0.156
H -1.913255 -1.005099 -1.291158 -0.2 0.1 0.0 0.142
O 1.100872 2.042578 0.708755 0.0 1.4 -0.1 -0.098
H 0.981267 1.947517 -0.246727 0.2 0.3 0.1 0.040
H 0.303166 1.579829 1.003947 0.6 0.6 0.3 -0.012
```
Forces are in eV/Å.

A structure of composition C4H8O2 in a non-equilibrium geometry. Source: OMol25; level of theory: the ωB97M-V functional and the def2-TZVPD basis.

Summary:
- LUMO energy: 0.11 eV
- HOMO-LUMO gap: 9.571 eV
- ΔE to the lowest compared entry with this formula, charge and spin: 4.157 eV
- Multiplicity: 1
- HOMO: -9.46 eV

XYZ file:
```
14
Properties=species:S:1:pos:R:3:forces:R:3:lowdin_charge:R:1
O 3.124826 0.301787 -0.139830 0.1 0.5 0.8 -0.021
C 1.954922 0.280764 -0.523162 2.9 -3.3 -3.1 -0.453
C 0.828349 -0.270083 0.190541 -0.3 3.6 0.6 0.037
C -0.583641 -0.036328 -0.277177 -1.3 0.6 -0.3 -0.414
C -1.609369 -0.910263 0.415743 0.3 -0.6 0.0 -0.048
O -1.042463 1.338524 -0.122353 0.0 -0.2 -0.1 -0.052
H 1.831686 0.340009 -1.624013 -0.7 0.7 0.1 0.151
H 1.188870 1.038705 0.064124 -1.4 -0.3 1.2 0.185
H 1.054063 -0.357887 1.244473 -0.3 -0.6 0.4 0.143
H -0.706170 -0.148052 -1.359977 0.5 -0.5 0.1 0.145
H -1.806256 -0.608633 1.441256 0.2 0.1 0.1 0.087
H -1.251439 -1.937950 0.412068 -0.1 -0.2 0.1 0.084
H -2.551025 -0.892998 -0.116905 -0.1 0.1 -0.1 0.080
H -0.432351 1.862404 0.395212 0.1 0.0 0.3 0.074
```
Forces are in eV/Å.

An isolated molecule of C4H8O2. Source: OMol25; level of theory: the ωB97M-V functional and the def2-TZVPD basis.

Summary:
- LUMO energy: 1.09 eV
- HOMO-LUMO gap: 11.277 eV
- ΔE to the lowest compared entry with this formula, charge and spin: 1.902 eV
- Multiplicity: 1
- SMILES: C[C@H]1O[C@@H]1CO
- HOMO: -10.19 eV

XYZ file:
```
14
Properties=species:S:1:pos:R:3:forces:R:3:lowdin_charge:R:1
C -1.402804 -1.591375 -0.449455 0.0 0.0 0.0 -0.038
C -0.363988 -0.773672 0.267314 -0.2 -0.1 0.1 -0.309
O 0.909214 -0.680128 -0.366719 0.1 -0.3 -0.1 -0.022
C 0.110254 0.502205 -0.270147 0.0 0.2 0.0 -0.247
C 0.779537 1.546887 0.584114 -0.3 0.0 0.2 -0.220
O 2.050632 1.828137 0.042944 0.2 -0.1 -0.1 -0.052
H -1.380293 -1.371798 -1.520986 0.0 0.0 0.1 0.085
H -1.226961 -2.663780 -0.312984 0.0 0.2 0.0 0.082
H -2.398590 -1.353785 -0.061363 0.1 -0.1 -0.1 0.083
H -0.301403 -0.922063 1.348281 0.0 0.1 -0.2 0.146
H -0.275403 0.841759 -1.233849 0.0 -0.1 0.2 0.154
H 0.854852 1.182527 1.621004 0.0 0.0 -0.2 0.125
H 0.201758 2.476923 0.590448 0.1 -0.1 0.0 0.127
H 2.424405 0.960848 -0.178461 0.1 0.3 0.1 0.087
```
Forces are in eV/Å.

An isolated molecule of C4H8O2. Source: OMol25; level of theory: the ωB97M-V functional and the def2-TZVPD basis.

Summary:
- LUMO energy: 0.99 eV
- HOMO-LUMO gap: 10.824 eV
- ΔE to the lowest compared entry with this formula, charge and spin: 1.292 eV
- Multiplicity: 1
- SMILES: O[C@H]1CCOC1
- HOMO: -9.83 eV

XYZ file:
```
14
Properties=species:S:1:pos:R:3:forces:R:3:lowdin_charge:R:1
O 0.117814 0.741972 -1.893411 -0.1 0.4 0.0 -0.046
C -0.571251 0.083769 -0.833375 -0.2 0.0 0.1 -0.344
C 0.334872 -1.032535 -0.277725 0.1 0.0 -0.1 -0.097
C 0.689953 -0.569908 1.144802 0.1 -0.2 0.0 -0.194
O 0.407108 0.822862 1.160351 0.0 0.1 0.0 -0.137
C -0.767377 0.992365 0.383951 -0.2 0.1 -0.2 -0.158
H 0.836053 1.264413 -1.506266 -0.2 -0.2 -0.1 0.099
H -1.509492 -0.263077 -1.275333 0.1 0.0 0.2 0.147
H 1.175931 -0.932404 -0.963811 0.3 -0.5 0.3 0.114
H -0.051615 -2.055677 -0.332515 -0.1 0.3 0.0 0.116
H 1.747805 -0.695313 1.391174 -0.2 0.0 0.0 0.121
H 0.098932 -1.088441 1.919440 0.0 0.1 -0.2 0.120
H -1.664859 0.719277 0.964006 0.2 -0.1 -0.1 0.129
H -0.838879 2.043179 0.093307 0.0 -0.1 0.1 0.130
```
Forces are in eV/Å.

A structure of composition C4H8O2. Source: OMol25; level of theory: the ωB97M-V functional and the def2-TZVPD basis.

Summary:
- LUMO energy: 0.92 eV
- HOMO-LUMO gap: 10.729 eV
- ΔE to the lowest compared entry with this formula, charge and spin: 3.710 eV
- Multiplicity: 1
- HOMO: -9.81 eV

XYZ file:
```
14
Properties=species:S:1:pos:R:3:forces:R:3:lowdin_charge:R:1
O -0.856251 -0.773338 -2.054459 0.3 0.5 0.2 0.015
C -0.746906 -0.144974 -1.027655 0.3 0.0 -0.5 -0.375
C 0.331479 -0.394776 -0.008365 0.1 -0.1 -0.1 -0.226
C 1.407603 0.664678 -0.321892 0.3 0.0 -0.3 -0.143
O 1.088793 1.407204 0.858174 0.1 0.1 0.1 -0.102
C 0.235270 0.354927 1.330710 -0.3 -0.1 0.2 -0.151
H -2.143169 -1.378924 -0.461936 -0.6 -0.3 0.6 0.100
H -2.163923 -1.110360 0.230263 -0.5 -0.4 0.3 0.100
H -1.382754 0.743332 -0.802521 0.1 -0.1 -0.2 0.140
H 0.634335 -1.443396 0.012157 0.0 0.2 -0.1 0.150
H 2.431853 0.279353 -0.331668 0.0 0.1 0.1 0.126
H 1.224254 1.244390 -1.236148 0.2 0.0 0.2 0.126
H 0.691579 -0.175475 2.177728 -0.1 0.0 -0.2 0.123
H -0.752166 0.727360 1.635611 0.1 0.0 -0.1 0.118
```
Forces are in eV/Å.